1.
One molecule with the formula C15H17ClN4O4S, computed with wB97M-V/def2-TZVPD.

**Structure (SMILES)**: CCNC(=O)NC(=O)[C@H](C)Sc1nnc(COc2ccccc2Cl)o1
**Highest occupied orbital energy**: -0.3267 Ha
**Electronic energy**: -1960.1815 a.u.
**Total charge**: 0
**LUMO**: 0.44 eV

Each atom is followed by the atoms it is bonded to, with distances in Å.
Element x y z (Å)
1 C -3.158 -3.205 1.040  H2 1.086, H3 1.088, H4 1.087, C5 1.525
2 H -3.403 -4.245 1.236  C1 1.086
3 H -2.642 -2.799 1.908  C1 1.088
4 H -2.488 -3.155 0.185  C1 1.087
5 C -4.428 -2.410 0.757  C1 1.525, N6 1.446, H41 1.094, H42 1.092
6 N -4.118 -1.031 0.453  C5 1.446, C7 1.335, H40 1.015
7 C -4.149 -0.564 -0.797  N6 1.335, O8 1.207, N9 1.428
8 O -4.639 -1.100 -1.762  C7 1.207
9 N -3.564 0.727 -0.976  C7 1.428, C10 1.350, H39 1.011
10 C -2.812 1.432 -0.103  N9 1.350, O11 1.215, C12 1.533
11 O -2.736 1.192 1.086  C10 1.215
12 C -2.076 2.640 -0.694  C10 1.533, C13 1.518, H17 1.095, S18 1.841
13 C -1.915 2.683 -2.203  C12 1.518, H14 1.088, H15 1.088, H16 1.089
14 H -1.253 3.504 -2.472  C13 1.088
15 H -1.478 1.754 -2.565  C13 1.088
16 H -2.872 2.857 -2.690  C13 1.089
17 H -2.575 3.544 -0.331  C12 1.095
18 S -0.434 2.710 0.136  C12 1.841, C19 1.716
19 C -0.005 1.060 -0.059  S18 1.716, N20 1.300, O23 1.345
20 N -0.654 0.151 -0.725  C19 1.300, N21 1.345
21 N 0.025 -0.999 -0.560  N20 1.345, C22 1.289
22 C 1.047 -0.746 0.183  N21 1.289, O23 1.361, C24 1.490
23 O 1.091 0.566 0.543  C19 1.345, C22 1.361
24 C 2.098 -1.711 0.613  C22 1.490, O25 1.407, H37 1.092, H38 1.098
25 O 3.312 -1.518 -0.071  C24 1.407, C26 1.366
26 C 4.118 -0.462 0.246  O25 1.366, C27 1.388, C31 1.401
27 C 3.945 0.405 1.317  C26 1.388, C28 1.386, H36 1.078
28 C 4.848 1.432 1.539  C27 1.386, C29 1.382, H35 1.079
29 C 5.934 1.609 0.704  C28 1.382, C30 1.385, H34 1.078
30 C 6.125 0.750 -0.366  C29 1.385, C31 1.381, H33 1.078
31 C 5.224 -0.272 -0.592  C26 1.401, C30 1.381, Cl32 1.725
32 Cl 5.447 -1.349 -1.921  C31 1.725
33 H 6.965 0.869 -1.030  C30 1.078
34 H 6.634 2.411 0.879  C29 1.078
35 H 4.691 2.096 2.375  C28 1.079
36 H 3.104 0.299 1.983  C27 1.078
37 H 1.762 -2.711 0.328  C24 1.092
38 H 2.236 -1.663 1.701  C24 1.098
39 H -3.556 0.990 -1.952  N9 1.011
40 H -3.609 -0.487 1.143  N6 1.015
41 H -5.095 -2.436 1.624  C5 1.094
42 H -4.950 -2.820 -0.110  C5 1.092



2.
A 3-piece molecular cluster, C22H41IN4O7P overall, computed with wB97M-V/def2-TZVPD.

**Highest occupied orbital energy**: -0.4120 Ha
**Electronic energy**: -2247.3784 a.u.
**Total charge**: +1
**LUMO**: -3.46 eV

Each atom is followed by the atoms it is bonded to, with distances in Å.
Element x y z (Å)
1 C 4.568 -1.858 2.752  C2 1.551, H22 1.093, H23 1.089, H24 1.091
2 C 3.344 -1.028 2.286  C1 1.551, C3 1.544, H25 1.097, H26 1.098
3 C 3.667 0.351 1.672  C2 1.544, I4 2.188, N5 1.474, H27 1.089
4 I 5.210 1.283 2.912  C3 2.188
5 N 2.499 1.233 1.501  C3 1.474, C6 1.406, C15 1.468
6 C 1.978 1.847 2.654  N5 1.406, N7 1.321, N8 1.319
7 N 2.389 3.012 3.123  C6 1.321, H28 1.012, H29 1.010
8 N 1.012 1.072 3.107  C6 1.319, P9 1.766, C14 1.512
9 P 0.019 1.657 4.446  N8 1.766, C10 1.858, C12 1.847
10 C -1.043 3.096 3.942  P9 1.858, C11 1.547, H30 1.092, H31 1.097
11 C -1.232 3.316 2.422  C10 1.547, H32 1.094, H33 1.092, H34 1.096
12 C -0.967 0.235 5.093  P9 1.847, C13 1.557, H35 1.089, H36 1.097
13 C 0.034 -0.932 5.340  C12 1.557, H37 1.096, H38 1.094, H39 1.089
14 C 0.375 0.248 2.012  N8 1.512, C15 1.539, H40 1.093, H41 1.081
15 C 1.301 0.676 0.859  N5 1.468, C14 1.539, C16 1.546, H42 1.104
16 C 1.449 -0.151 -0.438  C15 1.546, C17 1.541, H43 1.091, H44 1.092
17 C 0.918 -1.598 -0.388  C16 1.541, O18 1.190, N19 1.415
18 O 1.717 -2.473 -0.495  C17 1.190
19 N -0.448 -1.950 -0.277  C17 1.415, C20 1.468, C21 1.473
20 C -0.778 -2.643 0.974  N19 1.468, H45 1.094, H46 1.092, H47 1.098
21 C -1.389 -0.860 -0.587  N19 1.473, H48 1.102, H49 1.089, H50 1.099
22 H 4.275 -2.910 2.693  C1 1.093
23 H 5.451 -1.664 2.146  C1 1.089
24 H 4.741 -1.642 3.807  C1 1.091
25 H 2.667 -0.894 3.139  C2 1.097
26 H 2.813 -1.627 1.534  C2 1.098
27 H 4.143 0.244 0.699  C3 1.089
28 H 2.674 3.167 4.081  N7 1.012
29 H 2.400 3.797 2.487  N7 1.010
30 H -0.636 4.014 4.373  C10 1.092
31 H -2.019 2.965 4.425  C10 1.097
32 H -0.315 3.671 1.943  C11 1.094
33 H -1.674 2.453 1.920  C11 1.092
34 H -1.954 4.132 2.302  C11 1.096
35 H -1.461 0.520 6.021  C12 1.089
36 H -1.699 -0.081 4.340  C12 1.097
37 H 1.024 -0.533 5.587  C13 1.096
38 H 0.161 -1.509 4.419  C13 1.094
39 H -0.324 -1.580 6.139  C13 1.089
40 H 0.650 -0.768 2.304  C14 1.093
41 H -0.672 0.489 1.893  C14 1.081
42 H 0.802 1.592 0.498  C15 1.104
43 H 2.509 -0.210 -0.688  C16 1.091
44 H 0.964 0.373 -1.264  C16 1.092
45 H -1.577 -3.360 0.760  C20 1.094
46 H 0.099 -3.210 1.291  C20 1.092
47 H -1.133 -1.978 1.772  C20 1.098
48 H -1.783 -0.393 0.331  C21 1.102
49 H -1.008 -0.132 -1.302  C21 1.089
50 H -2.266 -1.323 -1.059  C21 1.099
51 C 3.238 0.302 -4.734  C52 1.510, H58 1.091, H59 1.090, H60 1.091
52 C 1.932 0.936 -5.149  C51 1.510, C53 1.507, O57 1.438, H61 1.094
53 C 2.086 2.167 -6.006  C52 1.507, O54 1.433, H62 1.088, H63 1.093
54 O 0.890 2.896 -5.703  C53 1.433, C55 1.355
55 C 0.509 2.540 -4.452  O54 1.355, O56 1.188, O57 1.363
56 O -0.330 3.090 -3.815  C55 1.188
57 O 1.221 1.463 -4.016  C52 1.438, C55 1.363
58 H 3.054 -0.609 -4.163  C51 1.091
59 H 3.842 0.047 -5.605  C51 1.090
60 H 3.808 0.972 -4.088  C51 1.091
61 H 1.291 0.194 -5.632  C52 1.094
62 H 2.139 1.937 -7.068  C53 1.088
63 H 2.947 2.781 -5.729  C53 1.093
64 C -6.359 -2.161 -4.586  C65 1.509, H71 1.090, H72 1.090, H73 1.091
65 C -5.435 -1.623 -3.521  C64 1.509, C66 1.508, O70 1.438, H74 1.094
66 C -4.100 -2.319 -3.449  C65 1.508, O67 1.435, H75 1.088, H76 1.092
67 O -3.740 -2.133 -2.073  C66 1.435, C68 1.364
68 C -4.902 -2.014 -1.369  O67 1.364, O69 1.188, O70 1.354
69 O -4.967 -2.040 -0.183  C68 1.188
70 O -5.958 -1.864 -2.203  C65 1.438, C68 1.354
71 H -7.281 -1.581 -4.618  C64 1.090
72 H -5.889 -2.117 -5.569  C64 1.090
73 H -6.642 -3.193 -4.371  C64 1.091
74 H -5.313 -0.543 -3.640  C65 1.094
75 H -3.357 -1.873 -4.107  C66 1.088
76 H -4.159 -3.391 -3.651  C66 1.092



3.
One molecule with the formula C5H9NO, computed with wB97M-V/def2-TZVPD.

**Structure (SMILES)**: CC1(C)NCC1=O
**Highest occupied orbital energy**: -0.3280 Ha
**Electronic energy**: -325.8544 a.u.
**Total charge**: 0
**LUMO**: 0.97 eV

Each atom is followed by the atoms it is bonded to, with distances in Å.
Element x y z (Å)
1 C 1.294 -0.934 -0.179  C2 1.544, H8 1.084, H9 1.103, H10 1.099
2 C 0.233 0.180 -0.040  C1 1.544, C3 1.554, N4 1.485, C6 1.564
3 C 0.729 1.607 -0.403  C2 1.554, H11 1.094, H12 1.102, H13 1.096
4 N -0.863 -0.527 -0.748  C2 1.485, C5 1.455, H14 1.004
5 C -1.642 -0.803 0.450  N4 1.455, C6 1.530, H15 1.088, H16 1.103
6 C -0.677 0.093 1.229  C2 1.564, C5 1.530, O7 1.201
7 O -0.717 0.620 2.307  C6 1.201
8 H 2.305 -0.600 0.028  C1 1.084
9 H 1.235 -1.319 -1.211  C1 1.103
10 H 1.014 -1.795 0.444  C1 1.099
11 H 1.759 1.560 -0.767  C3 1.094
12 H 0.741 2.288 0.463  C3 1.102
13 H 0.130 2.105 -1.175  C3 1.096
14 H -1.266 -0.145 -1.585  N4 1.004
15 H -2.678 -0.475 0.404  C5 1.088
16 H -1.596 -1.854 0.782  C5 1.103



4.
A 10-piece molecular cluster, C36H49BN9 overall, computed with wB97M-V/def2-TZVPD.

**Highest occupied orbital energy**: -0.1941 Ha
**Electronic energy**: -1918.0317 a.u.
**Total charge**: -1
**LUMO**: 2.30 eV

Each atom is followed by the atoms it is bonded to, with distances in Å.
Element x y z (Å)
1 B -1.251 0.016 -0.249  H2 1.299, H3 1.353, H4 1.292, H5 1.248
2 H -1.005 -0.242 -1.499  B1 1.299
3 H -0.654 -1.006 0.405  B1 1.353
4 H -0.732 1.135 0.135  B1 1.292
5 H -2.468 -0.090 0.009  B1 1.248
6 N 1.890 -2.743 -1.124  C7 1.439, C10 1.354, H11 1.166
7 C 3.023 -2.340 -1.915  N6 1.439, C8 1.539, H12 0.949
8 C 3.775 -3.640 -2.252  C7 1.539, C9 1.535, H13 0.989
9 C 3.011 -4.784 -1.570  C8 1.535, C10 1.588, H14 1.117
10 C 1.838 -4.053 -0.788  N6 1.354, C9 1.588, H15 1.203
11 H 1.316 -1.770 -0.833  N6 1.166
12 H 3.210 -1.462 -2.223  C7 0.949
13 H 4.624 -3.844 -2.716  C8 0.989
14 H 3.137 -5.890 -1.661  C9 1.117
15 H 1.137 -4.675 -0.033  C10 1.203
16 N 3.072 1.644 1.672  C17 1.396, C20 1.480, H21 1.021
17 C 2.790 0.426 1.050  N16 1.396, C18 1.492, H22 1.119
18 C 4.068 -0.233 0.652  C17 1.492, C19 1.574, H23 1.059
19 C 5.243 0.648 1.218  C18 1.574, C20 1.616, H24 1.105
20 C 4.511 1.960 1.811  N16 1.480, C19 1.616, H25 1.039
21 H 2.322 2.198 2.090  N16 1.021
22 H 1.740 0.053 1.153  C17 1.119
23 H 4.171 -1.200 0.232  C18 1.059
24 H 6.338 0.570 1.343  C19 1.105
25 H 4.773 2.888 2.199  C20 1.039
26 N -1.394 -0.291 -4.471  C27 1.344, C30 1.449, H31 1.000
27 C -1.836 -0.746 -5.657  N26 1.344, C28 1.485, H32 0.966
28 C -1.869 0.279 -6.730  C27 1.485, C29 1.600, H33 1.242
29 C -1.556 1.634 -5.939  C28 1.600, C30 1.567, H34 1.078
30 C -1.182 1.143 -4.499  N26 1.449, C29 1.567, H35 1.068
31 H -1.449 -0.816 -3.622  N26 1.000
32 H -2.023 -1.692 -5.718  C27 0.966
33 H -2.048 0.156 -7.953  C28 1.242
34 H -1.500 2.664 -6.251  C29 1.078
35 H -1.018 1.509 -3.509  C30 1.068
36 N 3.285 2.649 -1.250  C37 1.394, C40 1.414, H41 0.899
37 C 2.091 2.291 -1.874  N36 1.394, C38 1.605, H42 0.984
38 C 2.188 3.038 -3.291  C37 1.605, C39 1.438, H43 0.944
39 C 3.508 3.600 -3.389  C38 1.438, C40 1.590, H44 1.103
40 C 4.200 3.454 -1.965  N36 1.414, C39 1.590, H45 0.969
41 H 3.387 2.187 -0.487  N36 0.899
42 H 1.322 1.866 -1.430  C37 0.984
43 H 1.591 2.955 -4.017  C38 0.944
44 H 3.903 4.284 -4.159  C39 1.103
45 H 5.081 3.580 -1.580  C40 0.969
46 N -2.315 -2.914 -1.645  C47 1.374, C50 1.397, H51 1.025
47 C -1.731 -3.943 -2.343  N46 1.374, C48 1.503, H52 1.110
48 C -2.803 -4.980 -2.530  C47 1.503, C49 1.478, H53 1.259
49 C -3.992 -4.540 -1.772  C48 1.478, C50 1.498, H54 1.075
50 C -3.532 -3.295 -1.076  N46 1.397, C49 1.498, H55 1.235
51 H -1.865 -2.109 -1.198  N46 1.025
52 H -0.639 -4.021 -2.528  C47 1.110
53 H -2.646 -6.096 -3.092  C48 1.259
54 H -4.942 -4.922 -1.445  C49 1.075
55 H -4.272 -2.549 -0.427  C50 1.235
56 N 1.083 2.649 3.767  C57 1.402, C60 1.311, H61 0.999
57 C 2.113 3.212 4.532  N56 1.402, C58 1.523, H62 0.907
58 C 2.568 4.453 3.777  C57 1.523, C59 1.579, H63 1.038
59 C 1.561 4.528 2.563  C58 1.579, C60 1.511, H64 1.094
60 C 0.643 3.341 2.745  N56 1.311, C59 1.511, H65 1.220
61 H 0.764 1.750 4.061  N56 0.999
62 H 2.311 2.887 5.356  C57 0.907
63 H 3.369 5.015 4.123  C58 1.038
64 H 1.678 5.177 1.690  C59 1.094
65 H -0.254 2.748 2.169  C60 1.220
66 N -3.153 3.779 -0.136  C67 1.358, C70 1.424, H71 1.045
67 C -3.383 4.559 0.951  N66 1.358, C68 1.560, H72 1.126
68 C -4.349 5.739 0.617  C67 1.560, C69 1.588, H73 1.095
69 C -4.738 5.380 -0.880  C68 1.588, C70 1.428, H74 1.047
70 C -3.835 4.339 -1.253  N66 1.424, C69 1.428, H75 1.078
71 H -2.410 3.046 -0.091  N66 1.045
72 H -2.918 4.338 1.952  C67 1.126
73 H -4.941 6.318 1.333  C68 1.095
74 H -5.484 5.932 -1.365  C69 1.047
75 H -3.798 3.792 -2.181  C70 1.078
76 N 0.496 -0.250 4.881  C77 1.382, C80 1.343, H81 1.027
77 C -0.367 -0.139 3.807  N76 1.382, C78 1.423, H82 1.104
78 C -1.515 0.652 4.089  C77 1.423, C79 1.654, H83 1.077
79 C -1.279 0.993 5.690  C78 1.654, C80 1.464, H84 1.058
80 C 0.045 0.426 5.951  N76 1.343, C79 1.464, H85 1.055
81 H 1.489 -0.509 4.889  N76 1.027
82 H -0.089 -0.657 2.872  C77 1.104
83 H -2.336 0.960 3.462  C78 1.077
84 H -1.956 1.415 6.384  C79 1.058
85 H 0.447 0.149 6.887  C80 1.055
86 N -2.148 -4.815 0.703  C87 1.412, C90 1.447, H91 1.101
87 C -1.159 -4.328 1.586  N86 1.412, C88 1.504, H92 1.003
88 C -1.048 -5.401 2.634  C87 1.504, C89 1.470, H93 1.179
89 C -1.917 -6.511 2.218  C88 1.470, C90 1.458, H94 1.075
90 C -2.651 -6.135 1.015  N86 1.447, C89 1.458, H95 0.980
91 H -2.464 -4.041 -0.012  N86 1.101
92 H -1.020 -3.405 1.220  C87 1.003
93 H -0.190 -5.310 3.437  C88 1.179
94 H -1.752 -7.355 2.863  C89 1.075
95 H -3.236 -6.668 0.437  C90 0.980



Ordered molecular weight results: 384.8; 631.5; 99.1; 618.7; unit g/mol.